# C29H23FeI2N2P

A molecular structure, C29H23FeI2N2P (ωB97M-V/def2-TZVPD, the OMol25 dataset).

```
! RIJCOSX wB97M-V def2-TZVPD def2/J DEFGRID3
* xyz 2 5
Fe 1.3761 1.1201 0.1613
I 3.0532 -0.3207 -1.1378
C 2.5669 -2.3595 -0.5426
C 3.6905 -3.1287 -0.3553
C 3.5848 -4.4977 -0.0916
C 2.3487 -5.0795 -0.1272
C 1.1852 -4.3196 -0.3752
C -0.0455 -4.9875 -0.5443
C -1.1959 -4.2988 -0.8148
C -1.1650 -2.9068 -0.7892
C 0.0105 -2.2004 -0.6086
P -0.3219 -0.4073 -0.3416
C -1.2740 0.0586 -1.8117
C -2.2403 1.0637 -1.7156
C -3.0394 1.3540 -2.8041
C -2.8677 0.6619 -3.9956
C -1.8521 -0.2770 -4.1175
C -1.0436 -0.5680 -3.0363
C -1.5222 -0.4831 1.0332
C -2.9049 -0.6046 0.8997
C -3.7035 -0.6171 2.0312
C -3.1375 -0.5207 3.2918
C -1.7619 -0.4269 3.4304
C -0.9598 -0.4009 2.3077
C 1.2525 -2.8879 -0.5022
H 4.6696 -2.6822 -0.4367
H 4.4795 -5.0754 0.0846
H 2.2443 -6.1439 0.0125
H -0.0558 -6.0642 -0.4814
H -2.1276 -4.8052 -1.0074
H -2.0911 -2.3623 -0.9052
H -2.3939 1.5804 -0.7764
H -3.8075 2.1081 -2.7238
H -3.5235 0.8532 -4.8293
H -1.6974 -0.7937 -5.0526
H -0.2571 -1.3046 -3.1264
H -3.3675 -0.6899 -0.0735
H -4.7747 -0.6978 1.9230
H -3.7667 -0.5121 4.1675
H -1.3213 -0.3770 4.4139
H 0.1174 -0.3128 2.4014
C 2.5952 2.0915 4.6054
C 2.2781 1.7241 3.2796
N 2.0221 1.4404 2.1939
H 2.4451 1.2465 5.2803
H 1.9660 2.9261 4.9185
H 3.6391 2.3951 4.6664
I -1.8639 6.0774 -0.8931
C 0.0312 5.1727 -0.7900
C 1.2002 5.9208 -0.7183
C 2.4124 5.2491 -0.6673
C 2.4145 3.8643 -0.6555
N 1.2888 3.1458 -0.6868
C 0.1249 3.7870 -0.7725
H 1.1677 6.9981 -0.7031
H 3.3421 5.7958 -0.6272
H 3.3433 3.3068 -0.6217
H -0.7649 3.1740 -0.8418
*
```

Strongest force on any atom   1.92 eV Å⁻¹
E_HOMO (alpha / beta)   -13.581 / -13.606 eV
DFT total energy   -3428.356603 a.u.
Frontier orbital gap (alpha / beta)   8.2 / 7.0 eV